# C21H25F21InO10S

A structure of composition C21H25F21InO10S in a non-equilibrium geometry (ωB97M-V/def2-TZVPD, OMol25).

```
! RIJCOSX wB97M-V def2-TZVPD def2/J DEFGRID3
* xyz -1 1
C -0.5249 -4.1318 1.3406
C -2.6473 2.3008 -8.0042
C 3.3793 -7.4290 6.9403
C 5.5933 -1.3532 3.3714
F 0.3515 2.0941 0.1942
H 4.7026 2.7482 -0.9099
C 4.7255 2.8132 1.2385
F -0.2944 -5.7810 3.0140
C 1.9665 3.8355 0.3123
O 4.4589 -7.1826 4.5774
C 3.9278 -2.4497 5.0977
H -0.2644 -2.0279 -0.0234
H 3.5027 -8.4604 6.6397
H 4.2498 3.3535 2.0559
C -6.0756 1.9696 -6.6804
F 5.6538 -1.0955 2.0272
F -1.8678 1.4772 -8.6888
O 2.2396 4.8147 0.9365
H 5.8016 2.9687 1.3030
C 4.2399 -2.0535 3.6391
F 6.6402 -2.1527 3.6768
C 0.5224 3.4014 0.0126
S 4.2482 -6.3555 5.7668
F 5.1005 -2.5359 5.7916
F -2.0810 -5.8650 1.8047
F 0.2179 3.6859 -1.2637
F -2.0786 2.5353 -6.8213
O 0.6393 -3.8992 1.2985
H 1.7025 -4.6789 3.9602
C -0.9848 -2.7160 -0.4640
O -4.6561 4.6094 -2.4919
H -7.1609 0.5229 -5.5236
C -6.2961 3.0722 -1.8639
F -2.7210 3.4600 -8.6685
O 5.4645 -5.9265 6.4618
C -2.4451 5.2080 -1.6477
H -6.5607 2.8257 -6.2170
C -0.3983 -3.4527 -1.6491
C 5.7879 0.0249 4.0434
F 4.7598 0.8382 3.7792
H -1.7334 6.0276 -1.5584
O -1.4614 -3.6292 0.5372
H -6.5775 1.7743 -7.6271
H 3.7514 -7.2848 7.9456
H -1.8567 -2.1389 -0.7656
F -0.3363 4.0449 0.7926
F -7.3174 3.5643 -2.5789
H 0.4854 -4.0188 -1.3585
H -4.2135 6.4623 -1.6554
H -0.1148 -2.7464 -2.4290
F 5.9623 -0.0572 5.3611
F -5.6633 2.1726 -2.6219
H -1.1252 -4.1560 -2.0572
H -2.0031 4.4244 -2.2606
O -4.4595 0.7855 -8.4845
O -5.3113 4.6537 -0.3370
C -4.0551 1.7037 -7.8401
F -6.7957 2.4522 -0.8074
H 4.5159 1.7538 1.3788
C -3.7361 5.6971 -2.2662
F 4.2605 -3.1740 2.8681
H 2.3271 -7.1679 6.9296
H 4.3815 4.3482 -0.2540
F 6.9026 0.5831 3.5149
F 3.2326 -1.3905 5.6331
C -5.3519 4.2092 -1.4416
C -6.1269 0.7708 -5.7597
H 1.8013 -4.1723 6.8549
C 4.2083 3.2833 -0.1025
O -4.7186 2.3891 -6.9256
H -5.6595 -0.1002 -6.2178
F 3.2569 -1.2511 3.1564
H -2.6169 4.7935 -0.6557
F -1.8453 -4.3080 3.2861
In 2.7056 -4.3627 5.3390
O 2.8035 2.9928 -0.2610
H -3.5516 6.1242 -3.2493
H -5.5959 0.9822 -4.8331
C -1.1873 -5.0474 2.3848
*
```

Values from the calculation:
DFT total energy: -115735.67719 eV
highest occupied orbital energy: -5.237 eV
max |F|: 1.11 eV/A

Atomic partial charges in e from the Mulliken method, atoms 1 to 2: C 0.33; C 0.92

# C21H25FN2OS

The molecule C21H25FN2OS in a non-equilibrium geometry (ωB97M-V/def2-TZVPD, OMol25).

```
! RIJCOSX wB97M-V def2-TZVPD def2/J DEFGRID3
* xyz 0 1
H -2.6836 3.5852 0.6262
C 1.4740 1.4101 -3.3558
H 2.8439 0.1330 -0.7884
C -3.8918 -0.5138 1.8579
H -1.3278 0.2634 -0.1309
C -1.0963 1.8761 1.8585
H 2.7169 -4.0395 0.5281
H 1.1069 1.6451 0.4403
H -4.9130 -0.3942 1.7043
H -0.0963 3.8493 -2.9366
C 2.4990 -2.0014 -0.4990
H -2.2150 4.6575 -1.8764
C 1.0463 -1.8582 -0.6568
H 4.9700 -3.8056 0.9289
H -0.0266 1.5824 2.5470
C -3.4812 -1.6188 0.8099
S 2.1573 2.5184 -2.3246
C 3.0805 -3.1100 0.1820
C 4.5066 -0.9269 -0.2008
H -1.5309 -3.7434 0.1250
C 0.5767 2.4302 0.0731
H 0.7604 -3.0134 0.9775
O 0.5430 -1.4203 -1.6547
C -0.3273 3.4294 -1.7931
H 5.2023 0.0522 -0.4751
H 2.1596 1.0630 -4.0226
H -1.7407 2.4779 2.5776
H -3.5304 1.5045 2.3829
H -3.8911 -2.5094 0.9799
H -3.9372 -1.0473 2.6347
H -0.1565 -0.1819 1.1884
H -1.7758 -1.9091 2.0441
N -1.7096 0.7066 1.9445
C 5.2469 -1.8908 0.1602
C -1.1543 -0.0972 0.9128
C 4.5289 -3.0027 0.3436
C -1.2859 -2.7375 0.0838
C -0.8057 2.5103 0.5571
C -1.5109 3.9571 -1.2518
C 3.1788 -0.8753 -0.7640
F 6.5951 -2.0437 0.6037
H -3.4516 -1.1059 -0.3141
C -1.7128 3.3149 -0.0402
H 0.9094 0.5474 -2.9845
C -1.7519 -1.5963 1.0961
H -1.3152 -2.1670 -1.0224
C -3.2063 0.7813 1.4501
N 0.3687 -2.6147 0.2037
C 0.7255 2.8740 -1.2758
H 0.7255 1.9568 -4.0533
H -3.3963 1.0979 0.5992
*
```

Values from the calculation:
SMILES string: CSc1cccc(CN2CCC[C@@H](CNC(=O)c3ccc(F)cc3)C2)c1
DFT total energy: -40751.56744 eV
relative energy (zero: lowest compared OMol25 entry of this formula, charge and spin): 12.680 eV
highest occupied orbital energy: -8.417 eV
max |F|: 15.77 eV/A

Atomic partial charges in e from the natural (NBO) method, atoms 1 to 2: H 0.21; C -0.82

highest occupied orbital energy of number 1 (C21H25F21InO10S)?
-5.237 eV

Which of these has the highest max |F|?
C21H25FN2OS

max |F| of number 2 (C21H25FN2OS)?
15.77 eV/A